{"formula": "C2H2ClNO", "method": "the ωB97M-V functional and the def2-TZVPD basis", "gap_ev": [10.278, 6.509], "homo_ev": [-11.764, -9.187], "e_tot_ev": -18161.64869, "de_lowest_kj_mol": 359.45, "species": ["Cl", "O", "N", "C", "C", "H", "H"], "coordinates": [[-1.997021, 1.359947, -0.138790], [2.433560, 0.637619, 0.323303], [-1.759656, -2.205552, -0.161230], [-0.838454, 0.157742, -0.320041], [-1.340420, -1.114836, -0.264601], [0.161158, 0.250550, -0.073188], [3.340831, 0.914532, 0.634547]], "forces_ev_per_a": [[0.0, 0.8, -0.1], [1.0, 0.3, 0.4], [0.6, 1.4, -0.3], [-1.5, -0.5, 0.1], [-0.9, -2.8, 0.1], [1.8, 1.0, 0.2], [-1.0, -0.3, -0.4]]}

---

{"formula": "FNO4S", "method": "the ωB97M-V functional and the def2-TZVPD basis", "gap_ev": 10.923, "homo_ev": -12.117, "e_tot_ev": -23227.33516, "de_lowest_kj_mol": 182.47, "species": ["S", "F", "O", "O", "O", "O", "N"], "coordinates": [[1.115898, -0.431109, 0.368483], [2.464570, -0.798096, -0.520457], [-1.053268, -0.321643, 0.991608], [-2.273764, 0.676267, -0.478594], [1.327569, 0.909553, 0.738034], [-0.290775, -0.141047, -0.961024], [-1.290233, 0.106078, -0.138053]], "forces_ev_per_a": [[0.7, -0.6, -0.7], [-1.5, 0.4, 0.1], [-0.7, 0.1, 1.0], [0.3, -0.1, -0.6], [0.3, 0.5, 0.3], [1.2, 0.0, -1.1], [-0.3, -0.3, 1.0]]}

---

{"formula": "C41H36N2O3P2SbSe4Ti", "method": "the ωB97M-V functional and the def2-TZVPD basis", "gap_ev": [5.397, 5.273], "homo_ev": [-6.561, -6.473], "spin_multiplicity": 2, "e_tot_ev": -361844.13385, "de_lowest_kj_mol": 0.00, "species": ["Sb", "Se", "Se", "Se", "Se", "Ti", "P", "P", "O", "O", "O", "N", "N", "C", "C", "C", "C", "C", "C", "C", "C", "C", "C", "C", "C", "C", "C", "C", "C", "C", "C", "C", "C", "C", "C", "C", "C", "C", "C", "C", "C", "C", "C", "C", "C", "C", "C", "C", "C", "C", "C", "C", "C", "C", "H", "H", "H", "H", "H", "H", "H", "H", "H", "H", "H", "H", "H", "H", "H", "H", "H", "H", "H", "H", "H", "H", "H", "H", "H", "H", "H", "H", "H", "H", "H", "H", "H", "H", "H", "H"], "coordinates": [[-1.606342, 1.046648, 3.294416], [-2.301227, 1.034761, 0.737523], [-4.012028, 1.690693, 4.160385], [-5.387354, 1.244963, 2.443200], [-0.406801, 3.039927, 3.789991], [-0.229406, 0.172760, -0.057772], [-0.524637, 1.981054, -2.010720], [2.409628, 0.286980, -1.825310], [1.016579, 0.726623, 1.122034], [-2.023232, -2.025222, -3.554204], [-0.958258, -1.157645, -1.311400], [-0.380769, -1.500419, 1.039457], [-1.379471, -2.373675, 0.588839], [1.279410, -0.979755, 2.712703], [1.742468, 0.204307, 2.119995], [-2.155141, 2.189453, -2.781200], [0.108993, -1.689104, 2.214394], [3.828673, -1.291717, -0.004948], [4.092262, 0.787507, -2.340800], [0.644394, 2.157857, -3.432284], [4.060702, -2.397794, 0.792187], [-4.357623, 1.337229, -3.266043], [4.467524, 2.122724, -2.250157], [6.609420, 1.615845, -3.209917], [-2.458555, 3.348258, -3.498268], [-3.702127, 3.501134, -4.084319], [-3.930952, -3.363408, -3.372971], [2.792845, -1.286159, -0.944357], [3.151129, -0.905934, 4.228250], [3.599796, 0.260882, 3.611364], [1.265411, 4.890757, 0.224701], [-0.253177, 3.513467, -1.051619], [-1.092233, 5.327711, 0.292488], [6.243727, 0.276664, -3.303854], [-2.732553, -2.776123, -1.354565], [1.038019, 3.828366, -0.636138], [-1.642756, -2.092304, -0.644167], [-4.653682, 2.492803, -3.968207], [-1.319494, 4.266556, -0.568302], [1.636728, -0.281058, -3.392424], [0.198652, 5.643575, 0.691480], [-3.667421, -3.511787, -0.617141], [-4.835156, -4.085822, -2.622805], [-4.710466, -4.163858, -1.236493], [0.962653, 0.861668, -4.192555], [2.897639, 0.826640, 2.561127], [5.721783, 2.538361, -2.683692], [-2.874136, -2.701946, -2.748725], [2.227889, -3.537139, -0.250142], [1.997804, -2.425475, -1.054161], [4.994395, -0.134138, -2.874891], [1.992586, -1.514841, 3.787387], [3.254698, -3.525846, 0.677673], [-3.111825, 1.186841, -2.670332], [-5.654181, -4.590131, -3.119401], [-2.895883, 0.290754, -2.104238], [-3.933726, 4.409015, -4.625415], [1.634072, -2.419455, 4.263052], [2.392294, -0.785879, -3.997109], [-1.428718, -1.514173, -2.979434], [3.430390, -4.386635, 1.309301], [-3.554816, -3.544350, 0.457661], [1.602499, 1.119747, -5.037637], [5.998964, 3.581356, -2.606031], [3.701987, -1.327476, 5.057439], [-5.627411, 2.616451, -4.423638], [1.193155, -2.471329, -1.773882], [0.030383, 0.486631, -4.623189], [4.463347, -0.420708, 0.108972], [0.890884, -1.030044, -3.128885], [0.366636, 6.455027, 1.386157], [-1.728468, 4.145296, -3.580709], [3.782985, 2.849744, -1.829971], [4.721623, -1.180899, -2.943658], [-0.264234, -2.541890, 2.777446], [2.273361, 5.110941, 0.551140], [7.587520, 1.933602, -3.546087], [6.935859, -0.448463, -3.711615], [4.868428, -2.376298, 1.512305], [0.176785, 2.860860, -4.124804], [-5.426212, -4.722859, -0.650622], [-4.016178, -3.290914, -4.448423], [-2.336370, 4.012297, -0.839410], [3.204929, 1.752289, 2.095116], [-1.931591, 5.892543, 0.674945], [4.499033, 0.744253, 3.969809], [-5.092655, 0.549287, -3.168780], [1.550068, 2.636366, -3.055786], [1.875105, 3.220086, -0.957485], [1.591248, -4.406591, -0.354341]], "forces_ev_per_a": [[0.2, -0.2, 0.3], [0.7, -0.1, -0.4], [-0.2, 0.1, -0.2], [0.0, 0.0, 0.2], [0.1, 0.0, -0.1], [-1.0, 1.9, -0.8], [0.1, 0.2, 0.2], [0.1, -0.6, 0.4], [0.3, -0.2, 0.2], [0.0, 0.0, 0.0], [0.0, -0.2, 0.2], [-0.3, -0.4, 0.2], [0.3, 0.0, 0.2], [-0.2, -0.1, 0.2], [-0.4, -0.1, -0.2], [0.0, -0.1, 0.0], [0.6, -0.4, -0.1], [0.0, 0.1, 0.0], [-0.1, 0.2, -0.1], [-0.1, -0.1, 0.0], [0.0, -0.1, 0.0], [0.0, 0.0, 0.0], [0.0, 0.0, 0.0], [0.0, 0.0, 0.0], [0.0, 0.0, 0.0], [0.0, 0.0, 0.0], [0.0, 0.0, 0.1], [-0.1, 0.0, -0.1], [0.0, 0.0, 0.0], [0.0, 0.0, -0.1], [0.0, 0.0, 0.0], [0.0, -0.1, -0.1], [0.0, 0.0, 0.0], [0.0, 0.0, 0.0], [0.0, 0.0, 0.0], [0.1, 0.0, 0.0], [0.1, -0.1, -0.2], [0.0, 0.0, 0.0], [-0.1, 0.0, 0.0], [0.0, 0.1, -0.1], [0.0, 0.0, 0.0], [0.0, 0.0, 0.0], [0.0, 0.0, 0.0], [0.0, 0.0, 0.0], [-0.1, 0.0, 0.0], [0.1, 0.0, 0.2], [0.0, 0.0, 0.0], [0.0, 0.0, -0.1], [0.0, 0.0, 0.0], [0.1, -0.1, -0.1], [0.0, 0.0, 0.0], [0.1, 0.0, 0.0], [0.0, 0.1, 0.0], [0.0, 0.0, 0.0], [0.0, 0.0, 0.0], [0.0, 0.0, 0.0], [0.0, 0.0, 0.0], [0.0, 0.0, 0.0], [-0.1, 0.0, -0.1], [0.0, 0.0, 0.0], [0.0, 0.0, 0.0], [0.0, 0.0, 0.0], [0.0, 0.1, 0.0], [0.0, 0.0, 0.0], [0.0, 0.0, 0.0], [0.0, 0.0, 0.0], [0.0, 0.0, 0.0], [0.0, 0.0, -0.1], [0.0, 0.0, 0.0], [0.0, 0.0, 0.1], [0.0, 0.0, 0.0], [0.0, 0.0, 0.0], [0.0, 0.0, 0.0], [0.0, 0.0, 0.0], [0.0, 0.1, 0.1], [0.0, 0.0, 0.0], [0.0, 0.0, 0.0], [0.0, 0.0, 0.0], [0.0, 0.0, 0.0], [0.1, 0.0, 0.0], [0.0, 0.0, 0.0], [0.0, 0.0, 0.0], [0.0, 0.0, 0.0], [0.0, 0.0, 0.0], [0.0, 0.0, 0.0], [0.0, 0.0, 0.0], [0.0, 0.0, 0.0], [0.0, 0.0, 0.0], [0.0, 0.0, 0.0], [0.0, 0.0, 0.0]]}

---

{"formula": "C2H3NO3", "method": "the ωB97M-V functional and the def2-TZVPD basis", "gap_ev": 10.376, "homo_ev": -9.772, "e_tot_ev": -9753.36020, "smiles": "O=C=O.C=NO", "de_lowest_kj_mol": 263.33, "species": ["O", "O", "O", "N", "C", "C", "H", "H", "H"], "coordinates": [[-3.703387, 1.131995, 0.910939], [-2.394967, 2.858968, 0.205858], [0.728586, -0.484653, 1.309682], [0.190278, -0.278047, 0.081435], [-3.043247, 2.004066, 0.604109], [-0.892782, -0.747081, -0.137685], [-1.432527, -0.453990, -0.995526], [-1.456350, -1.540000, 0.353009], [1.693808, -0.499059, 1.088271]], "forces_ev_per_a": [[-1.6, -2.1, 1.1], [1.0, 1.4, -0.2], [1.8, -1.3, 0.5], [3.7, 3.2, -0.4], [0.6, 0.7, -0.9], [-4.8, -2.9, -0.5], [0.0, 0.5, -1.4], [0.4, 0.2, 1.1], [-1.1, 0.3, 0.7]]}

---

{"formula": "C3H4MgO4Tl", "method": "the ωB97M-V functional and the def2-TZVPD basis", "gap_ev": [6.231, 6.050], "homo_ev": [-17.342, -17.149], "spin_multiplicity": 2, "e_tot_ev": -21480.28229, "total_charge": 2, "de_lowest_kj_mol": 489.75, "species": ["Tl", "Mg", "O", "O", "O", "O", "C", "C", "C", "H", "H", "H", "H"], "coordinates": [[0.757183, -1.544266, 3.871431], [-2.054525, -0.259190, -1.176018], [0.629691, -2.053582, 1.892779], [0.183820, 1.168566, -1.527098], [0.373753, 0.013643, 2.612313], [-0.464988, -1.043680, -1.882091], [0.445804, -0.836389, 1.705150], [0.559683, -0.202131, -1.540827], [-0.938062, 1.460922, -0.648428], [0.956283, -0.457640, -0.491576], [-1.290319, 2.460372, -0.944087], [1.397854, -0.256965, -2.260014], [-0.556177, 1.550341, 0.388464]], "forces_ev_per_a": [[1.6, -3.2, 9.4], [0.2, -1.1, -1.2], [-0.8, 1.9, -5.7], [-3.8, 0.9, 1.1], [-0.8, 2.2, -5.7], [-0.6, 1.2, 0.8], [0.3, -1.1, 2.2], [1.4, -2.1, 0.5], [3.7, 2.3, -1.1], [-0.2, 0.4, -0.7], [-0.2, -0.5, -0.1], [-0.3, 0.0, 0.4], [-0.5, -0.9, 0.0]]}

---

{"formula": "C5H6O2", "method": "the ωB97M-V functional and the def2-TZVPD basis", "gap_ev": 9.920, "homo_ev": -9.166, "e_tot_ev": -9373.37771, "de_lowest_kj_mol": 358.72, "species": ["O", "O", "C", "C", "C", "C", "C", "H", "H", "H", "H", "H", "H"], "coordinates": [[0.644131, 0.847398, -0.707448], [-0.563443, 0.259118, -2.417394], [2.007275, -0.972245, 1.760991], [1.132906, -0.662369, 0.993695], [0.071430, -0.250037, 0.069979], [0.350713, 1.125545, -1.953495], [-1.162895, 0.261929, 0.801953], [-0.698685, 0.536374, -3.333122], [-0.186500, -1.075256, -0.599770], [2.794521, -1.235993, 2.432158], [-0.897791, 1.143059, 1.392762], [-1.941729, 0.529944, 0.082995], [-1.549932, -0.507467, 1.476697]], "forces_ev_per_a": [[0.1, 0.3, -0.3], [0.2, 0.2, -0.1], [-0.4, 0.2, -0.4], [0.4, -0.2, 0.4], [-0.1, -0.1, 0.0], [-0.1, -0.2, 0.3], [-0.1, 0.0, 0.0], [-0.1, -0.2, 0.1], [0.1, 0.1, 0.1], [-0.1, 0.0, -0.1], [0.0, -0.1, -0.1], [0.1, 0.0, 0.1], [0.1, 0.1, -0.1]]}

---

> Number 5 is which compound?

C3H4MgO4Tl